[1]
An isolated molecule of C3H8NO. Source: the OMol25 dataset; level of theory: the ωB97M-V functional and the def2-TZVPD basis.

Geometry as ORCA input:
```
! wB97M-V def2-TZVPD RIJCOSX def2/J DEFGRID3
* xyz 0 2
O 0.45955 0.49510 -1.65583
C -0.18699 -0.50739 -1.20269
C 0.22463 -1.04348 0.07883
N 0.39559 0.14731 1.07029
C -0.86384 0.88281 1.40786
H -1.04723 -0.93719 -1.67331
H -0.42365 -1.76642 0.58357
H 1.25253 -1.47818 0.10135
H 0.80007 -0.19063 1.94509
H 1.02632 0.85684 0.70176
H -0.61830 1.92339 1.63563
H -1.34108 0.41398 2.26099
H -1.53090 0.88348 0.55536
*
```

Total energy   -6775.0821 eV
Energy above the lowest of the compared OMol25 structures with the same formula, charge and spin   22.7 kcal/mol
HOMO-LUMO gap (spin up / spin down)   5.24 / 8.27 eV

***

[2]
A cluster of 2 separate species, C6H15N in total. Source: the OMol25 dataset; level of theory: the ωB97M-V functional and the def2-TZVPD basis.

Geometry as ORCA input:
```
! wB97M-V def2-TZVPD RIJCOSX def2/J DEFGRID3
* xyz 0 1
C -0.56640 2.26746 0.67983
C 0.68185 1.85694 0.58125
C 1.85544 2.75483 0.51282
H -1.35126 1.59371 0.97936
H -0.83142 3.32337 0.68387
H 0.83369 0.78001 0.60844
H 2.45556 2.53256 -0.40765
H 1.47970 3.77792 0.47758
H 2.55730 2.70537 1.40827
C -1.25814 -2.93918 0.70508
C -1.21362 -1.68056 -0.22036
N 0.14221 -1.29894 -0.38507
C 0.37512 -0.45771 -1.57934
H -2.25340 -3.10759 1.15762
H -0.62208 -2.73455 1.56022
H -0.85379 -3.87739 0.19351
H -1.75770 -0.85772 0.26054
H -1.76640 -1.92818 -1.12084
H 0.78408 -2.08847 -0.48242
H 1.39098 -0.00447 -1.50010
H 0.28188 -0.97674 -2.55022
H -0.36358 0.35932 -1.56240
*
```

Total energy   -7953.9729 eV
Energy above the lowest of the compared OMol25 structures with the same formula, charge and spin   41.4 kcal/mol
HOMO-LUMO gap   10.02 eV